Here is an isolated molecule of C4H9NO in a non-equilibrium geometry from the OMol25 dataset. Energies are from ωB97M-V/def2-TZVPD.

Its spin multiplicity is 1. The net charge is 0. Its SMILES is CC(C)NC=O. The gap between HOMO and LUMO comes out at 10.735 eV. The LUMO energy is 0.947 eV. The calculation puts the energy above the lowest of the compared OMol25 structures with the same formula, charge and spin at 24.3 kcal per mole.

Geometry as XYZ:
```
15
Properties=species:S:1:pos:R:3:forces:R:3:nbo_charge:R:1
C -0.52952 -0.25780 1.62778 -1.239 0.628 0.349 -0.605
C 0.05769 -0.49049 0.24153 -1.497 0.959 0.118 -0.063
C 1.37856 0.24153 0.10989 1.708 0.040 0.816 -0.631
N -0.89366 0.07259 -0.76823 1.369 -0.456 0.220 -0.629
C -0.51875 0.23428 -2.07728 -0.908 -0.023 1.117 0.532
O 0.51126 -0.14860 -2.56956 0.273 -0.058 -0.119 -0.599
H -0.36784 0.76456 1.98262 0.288 -0.119 -0.047 0.208
H -0.22648 -0.96064 2.40377 0.436 0.018 -0.244 0.223
H -1.62360 -0.33503 1.60706 -0.020 -0.265 -0.102 0.196
H 0.02754 -1.57629 0.12184 0.912 0.079 -0.385 0.201
H 2.14507 -0.46742 -0.21030 0.115 0.531 -0.358 0.230
H 1.40493 1.18624 -0.43652 -0.527 -0.671 -1.017 0.234
H 1.75859 0.71350 1.03385 -0.413 -1.014 0.474 0.206
H -1.83608 0.22094 -0.46627 -0.262 0.255 -0.229 0.395
H -1.28771 0.80264 -2.60018 -0.237 0.097 -0.592 0.103
```
Forces are in eV/Å.